The following is a quantum chemistry calculation of a structure of composition C8H6Cl2CoN2O3Tl at a distorted geometry, from the OMol25 dataset.

```
23
C8H6Cl2CoN2O3Tl ωB97M-V/def2-TZVPD
Tl 4.22 -1.99 -1.99
Co -1.26 -0.26 -1.29
Cl 6.29 -0.88 -0.86
Cl -0.57 -2.02 -2.26
C -2.32 0.64 -2.40
C 6.97 -2.53 -2.84
C 5.68 -4.02 -4.94
O -3.11 1.22 -3.04
O 8.12 -2.56 -2.82
O 5.93 -4.67 -5.86
N -2.91 2.01 4.04
C -2.49 1.55 2.81
C -2.83 0.24 2.40
C -2.42 -0.21 1.14
N -1.71 0.60 0.29
C -1.37 1.87 0.68
C -1.74 2.37 1.94
H -3.46 1.46 4.68
H -2.70 2.95 4.36
H -3.41 -0.37 3.09
H -2.63 -1.18 0.68
H -0.81 2.43 -0.08
H -1.50 3.38 2.29
```

Multiplicity = 5
Energy = -84830.05207 eV
Total charge = +4
Largest force on an atom = 0.1565 hartree/bohr

The following is a quantum chemistry calculation of a structure of composition C8H6Cl2N2O3RuTl at a distorted geometry, from the OMol25 dataset.

```
23
C8H6Cl2N2O3RuTl ωB97M-V/def2-TZVPD
Tl 0.18 -1.68 -3.63
Ru -0.02 -0.87 0.05
Cl -0.84 0.69 -3.92
Cl 0.42 -2.86 -1.22
C -0.89 -2.04 1.08
C -0.74 -0.01 -6.89
C 0.24 -2.80 -6.87
O -1.29 -2.93 1.72
O -0.72 -0.14 -8.03
O 0.32 -3.20 -7.94
N 1.28 -0.77 3.16
C 0.72 0.41 2.86
C 0.70 1.50 3.76
C 0.01 2.64 3.37
C -0.65 2.66 2.14
C -0.62 1.54 1.29
N 0.13 0.48 1.62
H 1.24 -1.54 2.51
H 1.77 -0.87 4.04
H 1.23 1.36 4.71
H -0.04 3.51 4.04
H -1.24 3.51 1.79
H -1.18 1.42 0.35
```

Multiplicity = 6
Total charge = +4
Relative energy (zero: lowest compared OMol25 entry of this formula, charge and spin) = 0.9704 eV
Largest force on an atom = 0.1673 hartree/bohr

The following is a quantum chemistry calculation of a cluster of 2 separate species, C8H6N2O4S in total at a distorted geometry, from the OMol25 dataset.

```
21
C8H6N2O4S ωB97M-V/def2-TZVPD
C -2.48 -2.51 0.17
C -1.34 -2.57 0.90
C -2.91 -1.37 -0.50
C -0.60 -1.38 0.94
C -2.15 -0.22 -0.45
C -1.06 -0.19 0.29
C 1.67 3.94 -1.30
C 3.89 1.54 1.14
N 1.61 1.56 -1.79
N 1.73 2.79 -1.34
O 3.80 1.54 2.31
O 4.04 1.53 0.03
O 1.05 0.98 1.19
O 0.45 0.86 -1.38
S -0.02 1.23 0.30
H -3.07 -3.48 0.24
H -1.07 -3.48 1.42
H -3.86 -1.28 -1.08
H 0.35 -1.19 1.42
H -2.57 0.74 -0.73
H 2.53 0.96 -1.77
```

Total charge = 0
Relative energy (zero: lowest compared OMol25 entry of this formula, charge and spin) = 0.0000 eV
Largest force on an atom = 0.1204 hartree/bohr

The following is a quantum chemistry calculation of the molecule C8H6N2S2 at a distorted geometry, from the OMol25 dataset.

```
18
C8H6N2S2 ωB97M-V/def2-TZVPD
C -0.27 -2.52 -0.17
C 0.08 -0.44 2.13
C -0.10 0.92 -1.78
C -0.34 -0.38 -1.62
C 0.60 1.76 -0.82
C 0.70 1.14 0.55
C 0.07 -1.04 -0.30
C -0.28 -0.08 0.81
N -0.28 -3.67 -0.01
N 0.52 -0.54 3.19
S 1.41 3.13 -1.27
S -2.14 0.13 0.87
H -0.31 1.55 -2.76
H -0.77 -0.94 -2.40
H 1.77 0.79 0.56
H 0.50 1.99 1.30
H 1.15 -1.12 -0.21
H -2.31 -0.67 1.94
```

Total charge = 0
Relative energy (zero: lowest compared OMol25 entry of this formula, charge and spin) = 2.8902 eV
SMILES = N#C[C@H]1C=CC(=S)C[C@]1(S)C#N
Largest force on an atom = 0.0649 hartree/bohr

The following is a quantum chemistry calculation of the molecule C8H6N4 at a distorted geometry, from the OMol25 dataset.

```
18
C8H6N4 ωB97M-V/def2-TZVPD
C -2.72 -1.10 0.01
C -1.35 -0.62 -0.08
C 2.10 -0.95 0.09
C 3.00 0.11 0.25
C 2.67 1.48 -0.02
C 0.47 0.78 -0.23
C -0.99 0.64 -0.30
C -2.08 1.56 -0.04
H -2.82 -2.23 -0.59
H -3.12 -1.06 1.06
H -3.58 -0.39 -0.62
H 2.29 -2.00 0.15
H 4.03 -0.07 0.50
H 3.54 2.24 0.12
N -0.27 -1.46 -0.02
N 0.79 -0.63 -0.26
N 1.36 1.75 -0.29
N -3.33 1.98 0.28
```

Total charge = 0
Relative energy (zero: lowest compared OMol25 entry of this formula, charge and spin) = 2.1102 eV
SMILES = Cc1nn2cccnc2c1C#N
Largest force on an atom = 0.2594 hartree/bohr

The following is a quantum chemistry calculation of the molecule C8H6N4 at a distorted geometry, from the OMol25 dataset.

```
18
C8H6N4 ωB97M-V/def2-TZVPD
C 1.88 1.38 -2.01
C 0.93 0.84 -1.00
C -0.10 0.19 2.16
C -1.14 -0.56 2.61
C -1.78 -1.45 1.82
C -0.68 -0.46 0.00
C -0.19 -0.23 -1.32
C -0.61 -0.99 -2.46
H 2.47 2.11 -1.48
H 2.68 0.70 -2.37
H 1.35 1.70 -2.79
H 0.21 0.98 2.92
H -1.42 -0.35 3.75
H -2.29 -2.40 2.11
N 0.95 1.08 0.20
N 0.07 0.32 0.81
N -1.55 -1.34 0.50
N -0.79 -1.52 -3.45
```

Total charge = 0
Relative energy (zero: lowest compared OMol25 entry of this formula, charge and spin) = 0.0443 eV
SMILES = Cc1nn2cccnc2c1C#N
Largest force on an atom = 0.1794 hartree/bohr

The following is a quantum chemistry calculation of a structure of composition C8H6NO at a distorted geometry, from the OMol25 dataset.

```
16
C8H6NO ωB97M-V/def2-TZVPD
C 2.66 0.15 -1.29
C -2.33 -0.26 -0.19
C -1.45 -0.20 -1.24
C -1.95 -0.05 1.14
C -0.09 -0.16 -0.91
C -0.56 0.10 1.47
C 0.25 -0.02 0.39
C 2.13 0.16 1.04
N 2.74 0.16 -0.13
O 2.56 0.16 2.14
H 3.27 0.19 -2.18
H -3.43 -0.35 -0.51
H -1.63 -0.15 -2.31
H -2.79 0.07 1.75
H 0.79 -0.19 -1.69
H -0.17 0.40 2.52
```

Total charge = +1
Relative energy (zero: lowest compared OMol25 entry of this formula, charge and spin) = 2.8915 eV
Largest force on an atom = 0.0961 hartree/bohr

The following is a quantum chemistry calculation of the molecule C8H6O at a distorted geometry, from the OMol25 dataset.

```
15
C8H6O ωB97M-V/def2-TZVPD
C 0.92 -0.35 -1.52
C -0.31 -0.18 -1.78
C 0.47 0.44 1.10
C 1.70 0.13 0.55
C -0.71 -0.31 0.95
C 2.01 -0.38 -0.77
C -1.56 0.06 -1.48
C -1.82 0.23 -0.01
O -2.68 0.99 0.34
H 0.45 1.09 1.98
H 2.60 0.62 0.96
H -0.42 -1.42 1.05
H -1.39 -0.24 1.94
H 3.07 -0.64 -1.05
H -2.31 -0.03 -2.25
```

Multiplicity = 3
Energy = -10433.63268 eV
Total charge = 0
Largest force on an atom = 0.1581 hartree/bohr

The following is a quantum chemistry calculation of the molecule C8H6O3S at a distorted geometry, from the OMol25 dataset.

```
18
C8H6O3S ωB97M-V/def2-TZVPD
C -1.81 0.38 -1.28
C -1.56 0.95 0.06
C -0.96 -0.51 -1.78
C -0.47 0.51 0.71
C -0.18 0.58 2.13
C 1.50 -0.70 1.27
C 0.33 -1.01 -1.09
C 0.77 -0.09 0.03
O -0.79 1.22 2.94
O 2.37 -1.54 1.28
O 0.96 -0.20 2.42
S 1.93 1.30 -0.52
H -2.64 0.61 -1.93
H -2.20 1.47 0.69
H -1.27 -0.89 -2.64
H -0.09 -1.88 -0.72
H 1.10 -1.07 -1.74
H 3.00 0.89 0.17
```

Total charge = 0
Relative energy (zero: lowest compared OMol25 entry of this formula, charge and spin) = 0.0000 eV
SMILES = O=C1OC(=O)[C@@]2(S)CC=CC=C12
Largest force on an atom = 0.0859 hartree/bohr

The following is a quantum chemistry calculation of the molecule C8H6O4 at a distorted geometry, from the OMol25 dataset.

```
18
C8H6O4 ωB97M-V/def2-TZVPD
C -1.23 0.16 -1.88
C -0.19 -0.22 -0.82
C 0.89 -1.03 -1.35
C 1.93 -1.41 -0.53
C 1.88 -1.03 0.80
C 0.92 -0.23 1.30
C -0.18 0.19 0.50
C -1.22 1.06 1.14
H -2.55 1.02 -0.58
H 0.84 -1.35 -2.43
H 2.68 -2.21 -0.84
H 2.73 -1.33 1.39
H 1.26 0.13 2.31
H -1.48 2.46 2.47
O -2.31 1.00 -1.58
O -0.74 -0.11 -3.01
O -0.76 1.79 2.17
O -2.45 1.10 0.93
```

Total charge = 0
Relative energy (zero: lowest compared OMol25 entry of this formula, charge and spin) = 0.9068 eV
SMILES = O=C(O)c1ccccc1C(=O)O
Largest force on an atom = 0.0934 hartree/bohr

The following is a quantum chemistry calculation of the molecule C8H7Br5O2 at a distorted geometry, from the OMol25 dataset.

```
22
C8H7Br5O2 ωB97M-V/def2-TZVPD
C -0.46 -2.48 1.06
C -1.72 -2.30 0.03
Br -2.52 -3.97 -0.82
C -2.28 -0.95 -0.26
Br -3.89 -0.89 -1.51
C -1.75 0.48 0.33
O -2.15 1.59 -0.36
O -0.93 0.70 1.53
C 0.50 0.82 1.24
Br 1.41 1.02 3.05
C 0.92 2.18 0.40
Br 0.55 4.07 1.07
C 1.59 2.11 -0.96
C 1.96 0.70 -1.73
Br 2.07 3.81 -1.99
H -0.59 -1.84 2.03
H 0.55 -2.24 0.47
H -0.40 -3.62 1.36
H 0.99 -0.12 0.75
H 2.05 0.80 -2.89
H 1.14 -0.14 -1.53
H 2.96 0.27 -1.27
```

Energy = -362709.38975 eV
Total charge = 0
SMILES = C/C(Br)=C(/Br)C(=O)O[C@H](Br)/C(Br)=C(\C)Br
Largest force on an atom = 0.1807 hartree/bohr

The following is a quantum chemistry calculation of a structure of composition C8H7CeN2O5S at a distorted geometry, from the OMol25 dataset.

```
24
C8H7CeN2O5S ωB97M-V/def2-TZVPD
O -0.86 3.78 -1.28
C -0.33 2.76 -1.21
Ce 1.21 0.68 -1.08
O -2.14 -0.77 -1.53
C -1.08 -0.34 -1.33
C 1.64 -1.17 -2.57
O 1.85 -2.03 -3.33
C 2.34 1.93 -2.94
O 3.44 1.69 -3.45
C 1.02 1.32 -3.51
O 0.47 1.69 -4.51
H 2.12 2.75 -2.10
S 1.78 0.28 1.52
C 0.32 -0.45 2.03
N -0.19 -1.59 1.53
C -1.42 -1.98 2.16
C -1.69 -0.80 3.11
N -0.51 0.00 2.99
H 0.34 -2.21 0.93
H -1.32 -2.91 2.73
H -2.21 -2.10 1.41
H -1.85 -1.16 4.14
H -2.59 -0.24 2.80
H -0.37 0.87 3.48
```

Multiplicity = 2
Total charge = +2
Relative energy (zero: lowest compared OMol25 entry of this formula, charge and spin) = 1.2836 eV
Largest force on an atom = 0.1506 hartree/bohr

> largest force on an atom of number 6 (C8H6N4)?

0.1794 hartree/bohr